Computed, not measured: 2 unconnected molecules or ions with the total composition C10H16O, with wB97M-V/def2-TZVPD.

Output
Multiplicity: 1
Net charge: 0
ΔE to the lowest compared entry with this formula, charge and spin: 1.009 eV
SMILES: Cc1ccc(O)cc1.CCC

The geometry in XYZ format:
```
27
C10H16O wB97M-V/def2-TZVPD
O -2.127 -1.516 0.338
C 1.329 -2.501 0.785
C -0.957 3.028 1.675
C 0.008 -2.220 1.055
C 1.861 -2.230 -0.472
C -0.334 -1.619 -1.261
C -1.047 3.377 0.210
C -2.019 2.503 -0.608
C 3.353 -2.182 -0.638
C -0.796 -1.715 0.045
C 1.003 -1.868 -1.498
H 3.825 -2.890 0.031
H 1.431 -1.774 -2.495
H -2.650 -1.581 -0.484
H -0.494 -2.389 2.002
H -1.278 4.433 0.013
H 3.806 -2.280 -1.619
H -1.045 -1.363 -2.043
H -3.044 2.872 -0.503
H -0.370 3.751 2.240
H 3.684 -1.228 -0.209
H -0.062 3.260 -0.266
H -1.693 2.494 -1.634
H 1.994 -2.915 1.530
H -0.513 2.044 1.887
H -1.919 1.496 -0.207
H -1.946 3.013 2.126
```

=====

Computed, not measured: 2 unconnected molecules or ions with the total composition C10H16O, with wB97M-V/def2-TZVPD.

Output
Multiplicity: 1
Net charge: 0
ΔE to the lowest compared entry with this formula, charge and spin: 2.580 eV
SMILES: Cc1ccc(O)cc1.CCC

The geometry in XYZ format:
```
27
C10H16O wB97M-V/def2-TZVPD
O 3.027 1.504 0.314
C 2.108 0.712 0.816
C -2.223 0.633 -2.556
C 0.814 0.782 0.344
C -0.256 0.335 1.234
C 1.416 -0.307 2.851
C 0.102 -0.112 2.471
C -0.960 -0.438 3.539
C 2.482 0.002 1.974
C -0.683 -1.378 -2.936
C -0.800 0.203 -3.082
H -0.722 -1.474 3.982
H -2.954 0.002 -2.980
H -0.512 -1.596 -1.791
H 3.550 -0.209 2.179
H -0.908 0.315 4.325
H -1.423 -1.930 -3.522
H -2.153 0.476 -1.370
H -1.310 0.312 0.922
H -2.293 1.741 -2.754
H 0.203 -1.693 -3.534
H -1.952 -0.384 3.088
H 1.653 -0.938 3.751
H -0.691 0.551 -4.157
H 0.641 1.258 -0.644
H 0.042 0.565 -2.358
H 3.802 1.067 -0.106
```